Record 1
The following is a quantum chemistry calculation of one molecule with the formula C24H32N6O4, from the OMol25 dataset.

Last column: natural (NBO) charge in e.
Cartesian coordinates (Å):
C1 -4.88 -2.38 -0.16  -0.61
C2 -3.83 -2.75 -1.21  -0.41
C3 -2.68 -3.56 -0.60  -0.05
O1 -1.97 -2.72 0.28  -0.56
C4 -0.81 -3.29 0.82  -0.06
C5 -0.05 -2.23 1.61  -0.25
N1 0.53 -1.23 0.73  -0.38
C6 1.83 -1.46 0.33  0.61
O2 2.42 -2.46 0.72  -0.63
C7 2.41 -0.43 -0.58  0.35
N2 3.69 -0.55 -1.01  -0.38
C8 4.22 0.47 -1.89  -0.23
C9 5.07 1.45 -1.09  -0.23
N3 6.14 0.72 -0.44  -0.45
C10 7.21 1.52 0.10  -0.23
C11 6.84 2.47 1.26  -0.08
O3 7.97 3.13 1.78  -0.71
C12 5.59 -0.28 0.47  -0.23
C13 4.74 -1.27 -0.34  -0.24
N4 1.70 0.55 -1.06  -0.48
C14 0.40 0.68 -0.70  0.06
C15 -0.38 1.71 -1.25  0.07
N5 -1.63 1.92 -0.94  -0.44
C16 -2.22 1.12 -0.04  0.18
C17 -3.63 1.38 0.23  -0.15
C18 -4.27 1.00 1.42  -0.13
C19 -5.62 1.24 1.58  -0.30
C20 -6.30 1.88 0.54  0.51
O4 -7.61 2.12 0.70  -0.49
C21 -8.26 2.79 -0.37  -0.25
N6 -5.71 2.26 -0.59  -0.50
C22 -4.42 2.01 -0.73  0.10
C23 -1.54 0.07 0.58  -0.26
C24 -0.22 -0.18 0.23  0.17
H1 -5.34 -3.27 0.25  0.20
H2 -4.41 -1.82 0.64  0.21
H3 -5.65 -1.76 -0.61  0.21
H4 -3.41 -1.84 -1.64  0.21
H5 -4.29 -3.34 -2.00  0.20
H6 -2.01 -3.91 -1.40  0.17
H7 -3.07 -4.44 -0.06  0.16
H8 -0.17 -3.69 0.02  0.18
H9 -1.07 -4.13 1.49  0.17
H10 -0.71 -1.74 2.32  0.21
H11 0.78 -2.71 2.13  0.25
H12 4.85 -0.02 -2.64  0.20
H13 3.39 0.99 -2.37  0.25
H14 4.42 1.97 -0.36  0.17
H15 5.51 2.20 -1.76  0.21
H16 7.99 0.85 0.45  0.20
H17 7.62 2.12 -0.72  0.18
H18 6.08 3.19 0.93  0.15
H19 6.43 1.90 2.10  0.18
H20 8.39 3.63 1.06  0.46
H21 4.96 0.17 1.25  0.16
H22 6.42 -0.81 0.94  0.21
H23 5.37 -1.73 -1.11  0.20
H24 4.33 -2.04 0.30  0.26
H25 0.07 2.38 -1.97  0.20
H26 -3.72 0.53 2.22  0.21
H27 -6.15 0.98 2.48  0.23
H28 -8.19 2.20 -1.29  0.19
H29 -7.80 3.76 -0.55  0.19
H30 -9.30 2.90 -0.07  0.19
H31 -3.97 2.34 -1.66  0.21
H32 -2.07 -0.57 1.26  0.23

The HOMO-LUMO gap is 7.7 eV. For the energy, the calculation gives -42538.086 eV. Its SMILES is CCCOCCn1c(=O)c(N2CCN(CCO)CC2)nc2cnc(-c3ccc(OC)nc3)cc21. The energy above the lowest of the compared OMol25 structures with the same formula, charge and spin comes out at 97.20 kcal per mole. The value obtained for the strongest force on any atom is 0.021 hartree/bohr. The molecular weight is 468.56 g mol⁻¹.

Record 2
The following is a quantum chemistry calculation of one molecule with the formula C19H19ClN2O, from the OMol25 dataset.

Last column: natural (NBO) charge in e.
Cartesian coordinates (Å):
C1 -1.01 -0.75 -3.22  -0.41
N1 -1.40 -0.50 -1.86  -0.36
C2 -2.07 -1.37 -1.04  -0.04
C3 -2.32 -0.81 0.18  -0.10
C4 -3.05 -1.42 1.33  -0.41
C5 -2.22 -2.49 2.06  -0.48
C6 -0.94 -1.90 2.61  0.68
O1 -0.83 -1.48 3.74  -0.63
N2 0.07 -1.89 1.71  -0.62
C7 1.37 -1.32 2.02  -0.27
C8 1.75 -0.23 1.06  0.08
C9 1.88 1.09 1.48  -0.22
C10 2.26 2.08 0.60  -0.18
C11 2.51 1.77 -0.73  -0.24
C12 2.36 0.46 -1.15  -0.02
Cl1 2.66 0.06 -2.81  -0.01
C13 1.99 -0.54 -0.27  -0.28
C14 -1.76 0.50 0.12  -0.11
C15 -1.69 1.56 1.03  -0.19
C16 -1.10 2.73 0.63  -0.24
C17 -0.59 2.89 -0.66  -0.20
C18 -0.63 1.86 -1.58  -0.27
C19 -1.22 0.66 -1.17  0.20
H1 -1.57 -0.10 -3.90  0.20
H2 0.05 -0.56 -3.35  0.22
H3 -1.22 -1.78 -3.47  0.21
H4 -2.34 -2.35 -1.40  0.21
H5 -3.31 -0.63 2.04  0.22
H6 -3.98 -1.88 0.98  0.22
H7 -2.80 -2.88 2.90  0.23
H8 -1.99 -3.31 1.38  0.20
H9 -0.12 -2.13 0.75  0.40
H10 2.13 -2.12 1.98  0.20
H11 1.31 -0.95 3.04  0.25
H12 1.68 1.33 2.52  0.22
H13 2.37 3.09 0.94  0.22
H14 2.82 2.54 -1.43  0.23
H15 1.90 -1.56 -0.62  0.22
H16 -2.08 1.45 2.03  0.22
H17 -1.04 3.57 1.32  0.21
H18 -0.15 3.83 -0.94  0.21
H19 -0.23 1.98 -2.57  0.22

The HOMO-LUMO gap is 8.4 eV. For the energy, the calculation gives -37562.821 eV. Its SMILES is Cn1cc(CCC(=O)NCc2cccc(Cl)c2)c2ccccc21. The energy above the lowest of the compared OMol25 structures with the same formula, charge and spin comes out at 1.82 kcal per mole. The value obtained for the strongest force on any atom is 0.013 hartree/bohr. The molecular weight is 326.83 g mol⁻¹.

Record 3
The following is a quantum chemistry calculation of C4H5F3KO2 as an isolated structure, from the OMol25 dataset.

Last column: natural (NBO) charge in e.
Cartesian coordinates (Å):
K1 -4.75 -2.03 -2.40  1.00
C1 2.24 0.15 -1.30  -0.64
C2 0.84 -0.32 -0.86  -0.08
O1 0.42 0.36 0.31  -0.48
C3 -0.71 -0.11 0.96  0.69
O2 -1.15 -1.24 0.70  -0.57
C4 -1.29 0.76 2.07  0.91
F1 -1.18 0.11 3.21  -0.29
F2 -0.65 1.91 2.12  -0.28
F3 -2.62 0.91 1.94  -0.31
H1 2.38 0.07 -2.38  0.22
H2 3.15 -0.32 -0.93  0.23
H3 2.30 1.21 -1.05  0.23
H4 0.83 -1.40 -0.71  0.20
H5 0.17 -0.07 -1.69  0.17

The HOMO-LUMO gap is 9.3 eV. For the energy, the calculation gives -32795.741 eV. The energy above the lowest of the compared OMol25 structures with the same formula, charge and spin comes out at 28.38 kcal per mole. The value obtained for the strongest force on any atom is 0.104 hartree/bohr. The molecular weight is 181.17 g mol⁻¹. Its charge is +1.

Record 4
The following is a quantum chemistry calculation of C17H14N4O5RuSi as an isolated structure, from the OMol25 dataset.

Last column: Mulliken spin population.
Cartesian coordinates (Å):
Ru1 -0.99 0.49 -1.55  0.99
O1 -2.18 -3.20 3.33  0.00
C1 -2.14 -2.44 2.21  0.00
C2 -1.85 -2.98 0.96  0.00
C3 -1.79 -2.14 -0.14  0.02
N1 -1.98 -0.82 -0.04  0.01
C4 -2.29 -0.30 1.16  0.01
C5 -2.38 -1.07 2.30  -0.01
C6 -2.47 1.23 1.14  -0.01
O2 -2.95 1.77 2.13  0.00
O3 -2.09 1.77 0.07  0.00
C7 -1.45 -2.64 -1.55  -0.01
O4 -1.42 -3.85 -1.74  0.00
O5 -1.22 -1.72 -2.38  0.01
H1 -1.94 -4.11 3.11  0.00
H2 -1.67 -4.04 0.80  0.00
H3 -2.63 -0.59 3.24  0.00
C8 2.18 -1.37 -1.03  0.00
Si1 1.35 0.39 -0.92  -0.07
C9 2.59 1.59 -1.81  0.00
C10 1.40 0.86 0.95  -0.01
C11 1.97 0.03 1.91  -0.01
C12 1.97 0.38 3.25  0.00
C13 1.38 1.55 3.66  0.00
C14 0.78 2.39 2.72  0.00
C15 0.80 2.04 1.38  0.01
H4 3.24 -1.32 -0.80  0.00
H5 2.07 -1.77 -2.04  0.00
H6 1.71 -2.08 -0.36  0.00
H7 3.59 1.51 -1.38  0.00
H8 2.28 2.63 -1.74  0.00
H9 2.66 1.34 -2.86  0.00
H10 2.42 -0.90 1.60  0.00
H11 2.45 -0.27 3.97  0.00
H12 1.38 1.82 4.71  0.00
H13 0.31 3.30 3.04  0.00
H14 0.34 2.70 0.66  0.01
N2 -0.05 2.06 -7.85  0.01
C16 -0.39 2.12 -6.75  0.00
N3 -0.82 2.32 -5.57  0.02
C17 -0.99 1.81 -4.45  0.03
N4 -1.22 1.53 -3.33  0.00

As for the spin multiplicity: 2. The HOMO-LUMO gap (spin up / spin down) is 7.8 / 7.4 eV. For the energy, the calculation gives -44516.044 eV. The energy above the lowest of the compared OMol25 structures with the same formula, charge and spin comes out at 56.14 kcal per mole. The value obtained for the strongest force on any atom is 0.061 hartree/bohr. The molecular weight is 483.48 g mol⁻¹. Its charge is -1. The expectation value of S² is 0.765.